Record 1
A 10-piece molecular cluster, C26H48Br2Cl18O2 overall at a distorted geometry. Source: the OMol25 dataset; level of theory: ωB97M-V/def2-TZVPD.

The calculation puts the HOMO energy at -8.63 eV. The value obtained for the calculated total energy is -14601.46168 a.u. Its HOMO-LUMO gap is 9.03 eV.

The geometry in ORCA input format:
```
! RIJCOSX wB97M-V def2-TZVPD def2/J DEFGRID3
* xyz 0 1
C -2.62490 -0.42605 -5.98473
H 4.12764 -2.72238 -5.06910
C -1.03758 -6.71877 9.21522
H 4.67502 1.81433 -4.32380
H -4.18362 0.81443 1.34663
Cl -1.93780 -5.08396 4.95547
H -1.88740 -5.50321 7.65450
H 2.31524 -4.53026 1.21372
C 1.46697 2.51835 0.71744
H -0.83407 -6.66728 10.28167
C 2.53780 -3.79782 0.43838
C -3.39951 0.06583 1.41955
H -2.63782 1.53223 6.59798
H -1.61476 -0.38517 -11.74169
C -2.15328 0.63351 2.04399
H -2.77954 0.59912 -10.84587
C 2.39158 2.05447 -2.82647
Cl 0.51921 -6.92207 8.37070
H 3.60111 2.68937 1.12600
Cl 1.96412 -0.97539 -4.30761
H -1.91399 -2.37775 3.92332
O -1.49064 1.47710 -1.20435
Cl -2.96887 3.83283 6.22402
H -0.50914 -1.68641 4.74128
H -1.52144 3.46196 8.69566
H -3.12016 -0.54606 -6.94628
H 1.78810 -3.31244 -4.33799
C -0.94289 -2.60745 4.35358
H 0.44465 2.76988 -2.45257
C -0.64053 0.75842 -1.64761
Br 2.26509 3.04834 -4.43564
H 0.90222 4.01348 -0.70683
C -1.74535 0.79432 -6.03259
Cl -1.05200 1.18890 -4.43349
C 4.61805 1.05852 -3.54379
Cl -1.63480 8.16893 2.66183
Cl -1.92872 -1.18279 -9.55684
H 1.67987 -3.72303 -0.22541
C -0.70970 1.07744 -10.48002
Cl 0.01018 2.52058 7.17321
Cl 4.07991 -3.17229 -1.72690
H -2.34362 1.65023 -6.33802
O 0.66934 0.97899 -1.46723
C -2.71598 2.39793 7.25149
H 3.31418 -3.87544 -6.13578
Cl 3.60065 -1.78638 -7.16670
C 1.21499 2.24675 -1.88542
Cl -1.06651 2.05019 -9.02800
H 2.59281 2.41379 2.55611
H -1.63007 -7.60923 9.01260
H -0.58774 1.77254 -11.30873
C -1.05129 -3.61728 5.46357
C 1.97881 -2.56478 -5.10710
H 0.23413 0.56552 -10.31091
C 2.65280 2.94495 1.60197
Cl 2.73501 -2.22732 1.25774
C -1.78334 -5.50168 8.73634
H -3.38036 -0.33884 -5.20774
H 4.65655 -4.17900 0.32623
C 1.57983 3.15705 -0.68291
H -3.17436 -0.30098 0.42002
H 2.58110 3.57381 -0.81008
H 0.56868 2.90461 1.19862
C 3.46379 1.29184 -2.62067
H -1.63917 4.50724 2.19275
Cl -4.05384 -1.30916 2.35714
C -1.22537 5.46901 2.49479
H 4.50806 0.08145 -4.02200
H -1.44804 1.69875 8.81739
Cl -2.50833 1.42223 3.60883
H -3.14374 6.39163 2.40321
H -0.90301 -0.17286 -2.15518
Cl -0.96617 -3.98523 9.21005
H 3.65582 -5.23062 -0.68401
H -2.77627 -5.47919 9.18234
Cl 0.11160 -3.16568 3.02635
C 3.30278 -2.85177 -5.76555
Br 3.60156 0.33970 -0.99894
H -0.92193 0.67709 -6.72690
H 5.55967 1.05329 -2.99253
H -1.40413 -0.13593 2.22000
Cl -1.71549 -1.92843 -5.67914
H -1.60192 -3.18535 6.29759
H -2.16572 6.64008 0.95019
H 1.49153 1.43160 0.69274
H 1.16425 -2.58478 -5.82582
C -1.49670 2.53742 8.12476
C 3.77713 -4.21487 -0.31130
H -1.10641 5.47091 3.57400
H -3.60406 2.28950 7.87174
H -1.72951 1.39048 1.38759
H -0.07278 -3.92800 5.82151
Cl 0.40165 5.58307 1.77400
C -1.81465 0.10214 -10.78909
C -2.13589 6.57630 2.03484
H 2.63143 4.01095 1.82871
*
```

---

Record 2
A 6-piece molecular cluster, C30H42F10NO12 overall at a distorted geometry. Source: the OMol25 dataset; level of theory: ωB97M-V/def2-TZVPD.

The calculation puts the HOMO energy at -11.79 eV. The value obtained for the calculated total energy is -3124.41513 a.u. Its HOMO-LUMO gap is 9.40 eV. For the energy above the lowest of the compared OMol25 structures with the same formula, charge and spin, the calculation gives 25.2 kcal per mole.

The geometry in ORCA input format:
```
! RIJCOSX wB97M-V def2-TZVPD def2/J DEFGRID3
* xyz 1 1
H -3.98550 -3.50579 1.74157
H 1.33940 -4.97791 5.53582
O 0.38899 1.31650 4.01005
F -1.46266 2.69837 -2.69059
C 0.40108 -1.73585 -2.24021
C -0.01742 0.94150 5.35328
F 2.68631 -0.03988 -3.11275
H -6.20757 1.96975 -7.54433
C -0.69730 -2.77700 -2.45931
C 1.22190 -3.71804 7.27993
H -2.26421 -3.87628 -1.58939
H -0.79558 7.12543 2.32423
C -0.41964 -3.73840 5.56984
F -1.32066 2.57673 -4.77779
H 0.28660 -0.42854 -0.58268
H 0.13842 1.78326 6.02405
C 7.21038 -0.77180 -2.41775
H 8.07259 -1.73713 -0.65550
H 1.17064 -2.15978 -1.61575
C -1.48287 0.56871 5.22288
H -2.88709 -4.75505 1.10559
F 4.00579 2.09474 -2.00608
H -3.90657 1.87788 -8.11377
H -3.75507 2.97619 -6.74527
H 0.93819 5.33378 3.45478
H 0.59983 0.10788 5.68552
H -3.17980 1.11926 -5.24973
O 0.17741 -2.42625 5.60868
H -0.96346 3.95463 4.91462
C -0.91153 4.19557 3.85673
C -3.33861 -3.79042 0.93397
H -2.10320 1.46552 5.27985
C 5.73334 -0.95357 -2.07853
C -4.08172 1.98131 -7.04272
F 2.18899 3.09407 -1.73634
H 0.13081 -5.54277 6.68505
F 2.91455 2.55790 -3.71298
O -6.48539 -0.54476 -6.52324
C -0.43684 0.75840 3.11792
H -5.87124 2.15926 -5.80094
H 8.74330 -2.31026 -2.19089
O 4.60618 -3.09327 -1.88980
C 7.84126 -1.95719 -1.69923
C -0.12996 5.48303 3.60068
C -2.28345 4.53468 3.30855
C 2.79359 2.21469 -2.47656
H 7.35458 -0.87145 -3.49417
C 5.61728 -2.45537 -1.90892
N 0.64291 0.78865 -2.32413
O -1.25133 -2.93034 -0.05118
H -1.37443 -3.69958 6.09838
H 5.08489 -0.60633 -2.87566
H -0.16827 -3.71696 -2.52368
H -3.95379 -3.86112 0.04823
H 2.26314 -3.96020 7.46738
C -2.35213 -2.68841 0.77080
O -0.26643 0.85596 1.93068
H -0.26053 6.16359 4.44232
H -1.20745 -2.66471 -3.40462
C -5.54836 1.68758 -6.72983
O -2.53883 -1.64561 1.28937
F 0.83515 1.05147 -4.64984
O 1.67337 -1.36069 6.89999
H 0.36398 1.56061 -1.69924
F 2.53284 0.44582 -1.12790
H -2.42840 0.58274 -6.76386
C 2.14588 0.80063 -2.29109
H 7.62331 0.18771 -2.11377
H 0.83312 -1.56523 -3.21765
O 6.84081 -2.99570 -1.73579
C -0.62897 2.54420 -3.67098
C -0.83350 6.04030 2.37144
C -1.76337 -2.93549 -1.38867
C -0.00105 -0.40759 -1.62237
H -0.42918 5.63459 1.44416
H 0.66380 -3.69642 8.21675
O -2.20346 5.61693 2.49346
C -1.53772 -0.00182 3.80903
F -0.95727 0.30345 -3.91082
C -3.36905 0.86343 -6.29306
O -4.26943 -0.25299 -6.32794
H -0.51222 3.35477 3.29556
C 1.09743 -2.36545 6.60802
C 0.58510 -4.65400 6.25357
H -2.51442 -2.15153 -1.48419
C -5.54443 0.18168 -6.53589
C 0.01458 1.11976 -3.64318
O -3.30050 3.94326 3.50795
H -0.60233 -4.01907 4.53494
H 5.46913 -0.47313 -1.13452
H -2.49193 0.18888 3.32745
F 0.25954 3.47561 -3.74862
H -1.30705 -1.06649 3.78671
H -1.06640 -0.27411 -1.57880
H -1.82083 -0.12096 5.99273
*
```

---

Record 3
C2H2O as an isolated structure at a distorted geometry. Source: the OMol25 dataset; level of theory: ωB97M-V/def2-TZVPD.

The calculation puts the HOMO energy at -9.16 eV. The value obtained for the calculated total energy is -152.49014 a.u. Its HOMO-LUMO gap is 8.82 eV. For the energy above the lowest of the compared OMol25 structures with the same formula, charge and spin, the calculation gives 70.9 kcal per mole.

The geometry in ORCA input format:
```
! RIJCOSX wB97M-V def2-TZVPD def2/J DEFGRID3
* xyz 0 1
C -0.68166 0.13172 0.63106
C 0.98743 -0.24113 -0.50261
H -1.48028 -0.26711 -0.10299
H -0.77771 1.16927 0.53856
O 1.95222 -0.79273 -0.56401
*
```

---

Record 4
One molecule with the formula C20H22ClN5O2S at a distorted geometry. Source: the OMol25 dataset; level of theory: ωB97M-V/def2-TZVPD.

The calculation puts the HOMO energy at -8.10 eV. The value obtained for the calculated total energy is -2057.93558 a.u. Its HOMO-LUMO gap is 8.31 eV. For the energy above the lowest of the compared OMol25 structures with the same formula, charge and spin, the calculation gives 0.0 kcal per mole.

The geometry in ORCA input format:
```
! RIJCOSX wB97M-V def2-TZVPD def2/J DEFGRID3
* xyz 0 1
C 5.34205 -0.20061 0.85118
N 0.04383 1.49785 1.91113
H -2.48651 -1.19984 -1.94978
H -1.40350 -1.55877 0.50704
C 1.06748 3.78091 0.14074
H -3.21951 0.19228 -1.14237
N 0.67705 -0.54172 1.75414
H 0.09656 3.73469 0.62204
C 4.13328 -2.06407 -0.09386
H -0.31537 -2.45111 -1.44929
C -0.00516 -0.35702 -1.78491
O 1.98745 3.39377 -2.01451
H 1.08363 -2.03437 -2.45808
C 0.41454 1.79799 -1.30158
H 1.97471 0.48353 -2.17640
C -1.94828 2.44729 -0.45076
C -2.37992 -0.50359 -1.11359
N -0.29435 0.22707 2.01677
C 2.95894 -0.31184 1.04397
C 4.15558 0.34346 1.30624
H 6.27645 0.30125 1.04392
S 2.26467 2.92441 1.22798
C 5.32681 -1.39793 0.15128
H -5.23097 -1.23400 2.00574
H -2.92549 2.20954 -0.86640
H 2.00575 -2.01369 0.17361
H -5.14858 -0.69762 0.31834
C 0.05447 -1.77792 -2.22102
C 1.18302 3.03045 -1.18459
C -4.29851 -2.66027 0.63807
H 4.16467 1.26483 1.86660
C 1.31369 1.51570 1.56027
H -5.05936 -3.09010 -0.01797
C -2.42937 -1.34256 0.18936
H -4.15562 -3.32733 1.49912
H 1.43232 4.80232 0.04590
C 2.94702 -1.51978 0.35307
C -0.90368 1.52040 -0.96596
O -3.08392 -2.57427 -0.08864
H 4.13670 -2.99733 -0.63376
N -1.14682 0.21723 -1.27591
C -4.62406 -1.24342 1.10421
Cl 6.80895 -2.07333 -0.41213
C 0.96502 0.59950 -1.83632
C -3.22350 -0.67482 1.31603
H -0.54832 -1.93325 -3.11717
N 1.73636 0.22148 1.45883
H -1.70710 3.46963 -0.73160
H -3.17962 0.40817 1.26551
H -2.82291 -0.98920 2.27840
H -2.01055 2.38603 0.63707
*
```